# 1
Density functional theory data (ωB97M-V/def2-TZVPD) for C33H37DyN9O2S as an isolated structure.

```
! wB97M-V def2-TZVPD RIJCOSX def2/J DEFGRID3
* xyz 3 6
Dy 0.781 0.802 0.286
N 2.063 -1.740 3.921
C 1.150 -2.762 4.317
C 1.292 -3.357 5.554
C 0.389 -4.338 5.947
C -0.654 -4.695 5.111
C -0.803 -4.075 3.874
C 0.113 -3.120 3.477
S -0.032 -2.410 1.863
N 1.016 -1.033 1.938
C 1.913 -0.928 2.880
C 2.875 0.212 2.784
C 4.094 0.202 3.432
C 4.917 1.320 3.349
C 4.488 2.411 2.616
C 3.282 2.320 1.948
N 2.488 1.241 2.009
H 2.749 -1.492 4.615
H 2.105 -3.068 6.212
H 0.506 -4.815 6.911
H -1.361 -5.455 5.414
H -1.623 -4.351 3.220
H 4.423 -0.663 3.991
H 5.874 1.334 3.856
H 5.083 3.312 2.543
H 2.930 3.144 1.339
C -0.457 2.764 2.759
O -0.354 2.675 1.310
C -1.521 3.247 0.671
C -1.278 3.339 -0.805
O -0.785 2.072 -1.263
C -1.090 1.810 -2.651
H -0.566 3.808 3.045
H 0.459 2.364 3.180
H -1.317 2.193 3.105
H -1.693 4.244 1.076
H -2.384 2.620 0.896
H -0.558 4.121 -1.056
H -2.226 3.567 -1.293
H -2.140 1.536 -2.748
H -0.464 0.984 -2.980
H -0.871 2.692 -3.252
C 0.097 -2.235 -2.188
C -0.977 -1.718 -1.293
N -0.871 -0.689 -0.447
C -2.097 -0.591 0.210
C -2.927 -1.543 -0.256
N -2.204 -2.244 -1.202
C -2.797 -3.324 -2.030
N -3.992 -2.870 -2.636
N -5.194 -3.125 -2.016
N -6.120 -2.554 -2.670
C -5.556 -1.874 -3.744
C -6.159 -1.105 -4.741
C -5.331 -0.537 -5.683
C -3.935 -0.727 -5.647
C -3.327 -1.486 -4.665
C -4.180 -2.058 -3.718
H 1.008 -1.664 -2.030
H -0.179 -2.160 -3.241
H 0.320 -3.280 -1.973
H -2.292 0.133 0.986
H -3.949 -1.792 -0.016
H -3.044 -4.162 -1.385
H -2.069 -3.636 -2.773
H -7.233 -0.975 -4.768
H -5.757 0.056 -6.482
H -3.328 -0.286 -6.428
H -2.258 -1.665 -4.671
N 2.773 0.394 -1.279
C 3.336 1.743 -1.240
C 2.443 2.806 -1.270
C 2.910 4.117 -1.246
C 4.273 4.351 -1.169
C 5.163 3.280 -1.136
C 4.699 1.971 -1.177
H 3.479 -0.273 -0.975
H 2.589 0.151 -2.250
H 1.384 2.618 -1.421
H 2.217 4.948 -1.298
H 4.647 5.367 -1.157
H 6.230 3.464 -1.101
H 5.399 1.142 -1.174
*
```

The calculation puts the energy relative to the best compared isomer or geometry (same formula, charge and spin) at 0.0 kcal/mol. The orbital gap (spin up / spin down) comes out at 6.28 / 6.33 eV.

Mulliken population analysis, charges in e, atoms 1 to 5: 0.3438, -0.0119, -0.2203, -0.6178, -0.6759

---

# 2
Density functional theory data (ωB97M-V/def2-TZVPD) for C33H37N5O6P3Re as an isolated structure in a non-equilibrium geometry.

```
! wB97M-V def2-TZVPD RIJCOSX def2/J DEFGRID3
* xyz 3 2
Re 0.689 -0.577 -0.247
N -2.071 0.383 2.543
C -2.094 1.679 2.156
C -2.386 2.681 3.105
C -2.517 3.997 2.728
C -2.324 4.353 1.395
C -1.963 3.387 0.462
C -1.819 2.050 0.812
P -1.367 0.794 -0.444
C -1.129 1.809 -1.939
C -1.934 1.667 -3.062
C -1.732 2.498 -4.153
C -0.738 3.461 -4.127
C 0.084 3.583 -3.015
C -0.100 2.755 -1.925
C -2.896 -0.153 -0.777
C -4.140 0.401 -0.470
C -5.297 -0.219 -0.908
C -5.227 -1.403 -1.627
C -3.993 -1.969 -1.914
C -2.828 -1.344 -1.499
H -2.396 0.144 3.469
H -2.128 -0.329 1.832
H -2.561 2.388 4.129
H -2.788 4.748 3.455
H -2.449 5.376 1.078
H -1.812 3.688 -0.562
H -2.720 0.928 -3.094
H -2.366 2.398 -5.021
H -0.604 4.116 -4.976
H 0.858 4.333 -3.005
H 0.532 2.847 -1.052
H -4.195 1.323 0.089
H -6.255 0.231 -0.704
H -6.132 -1.890 -1.953
H -3.942 -2.887 -2.479
H -1.866 -1.758 -1.759
N 1.605 -3.590 -3.901
C 2.130 -2.469 -3.085
C 3.604 -2.274 -3.337
P 1.892 -2.952 -1.305
O 0.223 -2.725 -1.120
O 2.191 -4.373 -1.156
O 2.437 -1.859 -0.423
P 0.963 -1.061 -3.395
O 1.640 -0.348 -4.640
O -0.344 -1.691 -3.687
O 1.019 -0.078 -2.228
H 1.805 -4.492 -3.427
H 2.022 -3.608 -4.844
H 0.578 -3.416 -4.003
H 4.143 -3.182 -3.064
H 3.996 -1.473 -2.715
H 3.809 -2.027 -4.377
H -0.257 -3.557 -1.020
H 1.031 -0.056 -5.317
N 3.715 2.175 0.341
C 2.835 1.453 -0.346
N 1.835 1.021 0.423
C 2.086 1.519 1.693
C 1.380 1.398 2.887
C 1.951 1.943 4.021
C 3.177 2.609 3.981
C 3.875 2.774 2.798
C 3.302 2.232 1.654
H 4.561 2.594 -0.021
H 2.889 1.265 -1.405
H 0.436 0.885 2.909
H 1.438 1.849 4.964
H 3.591 2.998 4.897
H 4.824 3.285 2.771
C 0.833 -4.031 5.125
C 0.761 -3.166 3.933
C 1.809 -2.327 3.549
C 1.701 -1.548 2.418
N 0.598 -1.507 1.648
C -0.405 -2.335 1.994
C -0.363 -3.160 3.094
H 1.740 -3.862 5.698
H 0.798 -5.077 4.818
H -0.029 -3.875 5.772
H 2.716 -2.282 4.129
H 2.539 -0.945 2.106
H -1.273 -2.335 1.346
H -1.203 -3.806 3.307
*
```

The calculation puts the energy relative to the best compared isomer or geometry (same formula, charge and spin) at 0.0 kcal/mol. The orbital gap (spin up / spin down) comes out at 3.58 / 4.03 eV.

Mulliken population analysis, charges in e, atoms 1 to 5: 3.3215, 0.0143, 0.0586, -0.7071, -0.8331